C3H8O2 | ωB97M-V/def2-TZVPD

Last column: natural (NBO) charge in e.
Positions of all 13 atoms, in Å:
C 0.904233 -1.060297 -1.248070  -0.30
C -0.018339 -0.436248 0.929777  -0.09
C 0.089446 1.049165 0.766792  -0.09
H 0.683364 -2.227123 -1.880481  0.21
H 0.954002 -0.124454 -2.170417  0.19
H 2.060906 -1.053437 -0.551101  0.18
H -0.953095 -0.604414 1.358223  0.20
H 0.890835 -0.949957 1.433740  0.18
H 1.081071 1.399134 0.321961  0.16
H 0.050092 1.503684 1.767558  0.19
H -1.124608 1.102200 -0.739293  0.47
O -0.196698 -1.109961 -0.348489  -0.58
O -0.990128 1.564791 0.069590  -0.71

Forces on atoms 1 to 3 (eV/Å):
C 1.62 -1.90 -1.46
C 2.33 -1.08 -1.61
C 1.92 0.84 0.32

Properties
- HOMO level (hartree) = -0.36722
- total charge = 0
- maximum force (eV/A) = 4.39
- E_tot (Ha) = -269.4620
- gap between HOMO and LUMO (eV) = 10.8
- energy relative to the best compared isomer or geometry (same formula, charge and spin) (kcal/mol) = 83.4